{
  "formula": "C28H48Cl2NdO3P2",
  "method": "the ωB97M-V functional and the def2-TZVPD basis",
  "homo_energy_ev": [-1.48, -1.52],
  "charge": -1,
  "gap_ev": [3.6, 3.6],
  "max_force_ev_per_a": 2.94,
  "energy_ev": -94861.183,
  "multiplicity": 4,
  "lumo_energy_ev": [2.07, 2.07],
  "species": ["P", "C", "C", "C", "C", "C", "C", "C", "C", "C", "C", "C", "C", "C", "C", "C", "C", "C", "C", "H", "H", "H", "H", "H", "H", "H", "H", "H", "H", "H", "H", "H", "H", "H", "H", "H", "H", "H", "H", "H", "H", "H", "H", "H", "H", "H", "H", "H", "H", "H", "H", "H", "Nd", "Cl", "Cl", "C", "H", "C", "C", "C", "C", "C", "C", "H", "H", "H", "H", "H", "C", "O", "P", "O", "C", "O", "C", "H", "H", "H", "H", "H", "H", "H", "H", "H"],
  "coordinates": [[1.124, 0.433, -0.455], [1.931, -1.009, -1.367], [3.334, -0.829, -1.950], [3.687, -2.034, -2.831], [3.523, -3.376, -2.106], [2.163, -3.514, -1.420], [1.852, -2.298, -0.537], [2.104, 0.649, 1.138], [3.623, 0.518, 1.041], [4.274, 0.903, 2.375], [3.713, 0.092, 3.550], [2.180, 0.094, 3.600], [1.540, -0.255, 2.248], [1.767, 1.885, -1.438], [1.236, 1.807, -2.880], [1.692, 3.008, -3.717], [1.364, 4.350, -3.054], [1.866, 4.419, -1.610], [1.416, 3.221, -0.760], [1.224, -1.122, -2.212], [4.064, -0.746, -1.136], [3.413, 0.093, -2.542], [4.717, -1.926, -3.191], [3.031, -2.022, -3.711], [3.659, -4.197, -2.819], [4.310, -3.476, -1.347], [1.371, -3.604, -2.177], [2.126, -4.424, -0.810], [0.837, -2.416, -0.137], [2.558, -2.254, 0.307], [1.874, 1.693, 1.420], [4.103, 1.972, 2.557], [4.030, 1.148, 0.237], [3.886, -0.525, 0.808], [5.359, 0.756, 2.303], [4.110, 0.491, 4.490], [4.068, -0.944, 3.470], [1.831, -0.611, 4.363], [1.833, 1.092, 3.901], [0.450, -0.128, 2.302], [1.739, -1.310, 2.006], [2.870, 1.800, -1.460], [1.575, 0.885, -3.375], [0.136, 1.759, -2.859], [2.778, 2.935, -3.866], [1.229, 2.952, -4.708], [0.276, 4.508, -3.067], [1.808, 5.165, -3.636], [1.528, 5.346, -1.135], [2.965, 4.445, -1.616], [1.904, 3.294, 0.223], [0.331, 3.270, -0.573], [-2.932, -0.713, 0.181], [-1.744, 1.290, 1.350], [-1.497, -2.412, -1.190], [-4.168, -1.641, 2.066], [-5.156, -1.354, 2.463], [-3.419, -2.483, 2.907], [-3.848, -2.908, 4.230], [-3.088, -3.759, 5.015], [-1.845, -4.231, 4.557], [-1.365, -3.836, 3.302], [-2.118, -3.013, 2.481], [-4.811, -2.546, 4.599], [-3.451, -4.087, 5.992], [-0.400, -4.202, 2.939], [-1.765, -2.811, 1.454], [-1.254, -4.907, 5.161], [-7.072, 2.781, -1.641], [-5.936, 1.946, -2.028], [-4.766, 1.758, -0.901], [-5.143, 0.226, -0.248], [-6.440, -0.129, 0.284], [-3.466, 0.834, -1.635], [-2.316, 1.402, -2.319], [-7.188, 3.559, -2.410], [-6.925, 3.288, -0.666], [-7.984, 2.164, -1.604], [-6.547, 0.253, 1.313], [-7.247, 0.230, -0.374], [-6.445, -1.223, 0.329], [-2.611, 2.162, -3.058], [-1.624, 1.847, -1.581], [-1.808, 0.549, -2.805]],
  "mulliken_spin": [0.00, 0.00, 0.00, 0.00, 0.00, 0.00, 0.00, 0.00, 0.00, 0.00, 0.00, 0.00, 0.00, 0.00, 0.00, 0.00, 0.00, 0.00, 0.00, 0.00, 0.00, 0.00, 0.00, 0.00, 0.00, 0.00, 0.00, 0.00, 0.00, 0.00, 0.00, 0.00, 0.00, 0.00, 0.00, 0.00, 0.00, 0.00, 0.00, 0.00, 0.00, 0.00, 0.00, 0.00, 0.00, 0.00, 0.00, 0.00, 0.00, 0.00, 0.00, 0.00, 3.06, 0.00, 0.00, -0.03, 0.00, 0.00, -0.01, 0.00, -0.01, 0.01, -0.01, 0.00, 0.00, 0.00, 0.00, 0.00, 0.00, 0.00, 0.00, 0.00, 0.00, 0.00, 0.00, 0.00, 0.00, 0.00, 0.00, 0.00, 0.00, 0.00, 0.00, 0.00]
}

{
  "formula": "C28H48Cl2OP2Ti",
  "method": "the ωB97M-V functional and the def2-TZVPD basis",
  "homo_energy_ev": [-6.39, -6.39],
  "gap_ev": [6.3, 6.3],
  "max_force_ev_per_a": 2.42,
  "energy_ev": -98604.519,
  "lumo_energy_ev": [-0.10, -0.10],
  "species": ["P", "C", "C", "C", "C", "C", "C", "C", "C", "C", "C", "C", "C", "C", "C", "C", "C", "C", "C", "H", "H", "H", "H", "H", "H", "H", "H", "H", "H", "H", "H", "H", "H", "H", "H", "H", "H", "H", "H", "H", "H", "H", "H", "H", "H", "H", "H", "H", "H", "H", "H", "H", "Ti", "Cl", "Cl", "C", "H", "C", "C", "C", "C", "C", "C", "H", "H", "H", "H", "H", "C", "P", "C", "C", "O", "H", "H", "H", "H", "H", "H", "H", "H", "H"],
  "coordinates": [[0.125, -0.945, -3.993], [1.678, -0.337, -4.960], [1.895, -0.776, -6.420], [3.272, -0.359, -6.933], [3.590, 1.125, -6.693], [3.222, 1.620, -5.288], [1.812, 1.184, -4.873], [-1.263, -0.043, -4.929], [-1.123, 0.027, -6.448], [-2.407, 0.528, -7.100], [-2.883, 1.855, -6.494], [-2.845, 1.890, -4.956], [-1.524, 1.364, -4.379], [-0.040, -2.612, -4.848], [1.180, -3.488, -4.509], [1.081, -4.853, -5.202], [-0.260, -5.554, -4.962], [-1.471, -4.654, -5.232], [-1.386, -3.284, -4.541], [2.492, -0.776, -4.360], [1.141, -0.307, -7.058], [1.779, -1.859, -6.554], [3.325, -0.575, -8.006], [4.033, -0.984, -6.449], [4.660, 1.291, -6.864], [3.052, 1.737, -7.432], [3.933, 1.227, -4.550], [3.294, 2.712, -5.240], [1.600, 1.533, -3.854], [1.080, 1.660, -5.536], [-2.148, -0.656, -4.696], [-3.184, -0.240, -6.992], [-0.860, -0.946, -6.888], [-0.319, 0.734, -6.689], [-2.227, 0.652, -8.173], [-3.907, 2.049, -6.832], [-2.257, 2.673, -6.882], [-3.026, 2.911, -4.602], [-3.660, 1.270, -4.558], [-1.556, 1.348, -3.281], [-0.703, 2.031, -4.659], [-0.035, -2.464, -5.940], [2.113, -3.009, -4.835], [1.269, -3.604, -3.419], [1.219, -4.703, -6.284], [1.902, -5.492, -4.862], [-0.302, -5.923, -3.932], [-0.320, -6.434, -5.609], [-2.389, -5.161, -4.919], [-1.555, -4.485, -6.316], [-2.211, -2.668, -4.923], [-1.543, -3.365, -3.457], [-0.065, -0.440, -0.585], [-2.048, -0.876, -1.540], [1.958, -0.180, -1.545], [-0.341, 1.230, 0.334], [-0.647, 1.025, 1.382], [-0.409, 2.635, -0.012], [-1.059, 3.600, 0.818], [-1.234, 4.907, 0.397], [-0.728, 5.330, -0.851], [-0.016, 4.414, -1.644], [0.164, 3.106, -1.225], [-1.422, 3.265, 1.803], [-1.751, 5.621, 1.041], [0.413, 4.749, -2.587], [0.775, 2.408, -1.796], [-0.881, 6.356, -1.179], [0.619, -2.945, 3.136], [0.165, -1.307, 2.602], [-1.412, -0.863, 3.340], [1.346, -0.125, 3.267], [0.112, -1.370, 1.060], [-0.128, -3.661, 2.760], [0.642, -2.952, 4.235], [1.608, -3.197, 2.725], [-1.305, -0.815, 4.433], [-1.765, 0.111, 2.976], [-2.151, -1.639, 3.083], [2.365, -0.462, 3.022], [1.179, 0.874, 2.841], [1.250, -0.064, 4.362]],
  "lowdin_charge": [1.02, -0.44, -0.22, -0.20, -0.20, -0.19, -0.24, -0.45, -0.22, -0.20, -0.20, -0.19, -0.23, -0.48, -0.22, -0.20, -0.21, -0.20, -0.22, 0.08, 0.09, 0.09, 0.11, 0.11, 0.10, 0.11, 0.11, 0.11, 0.07, 0.09, 0.09, 0.11, 0.10, 0.09, 0.11, 0.10, 0.11, 0.11, 0.11, 0.07, 0.10, 0.09, 0.09, 0.11, 0.11, 0.11, 0.11, 0.10, 0.11, 0.11, 0.10, 0.10, 0.31, 0.03, 0.05, -0.24, -0.01, -0.31, -0.07, -0.11, -0.10, -0.10, -0.07, 0.10, 0.10, 0.10, 0.06, 0.09, -0.16, 0.64, -0.15, -0.15, -0.50, 0.07, 0.07, 0.07, 0.07, 0.06, 0.07, 0.07, 0.06, 0.07]
}

{
  "formula": "C28H48GeN2O4Si3Ti",
  "method": "the ωB97M-V functional and the def2-TZVPD basis",
  "homo_energy_ev": -7.81,
  "gap_ev": 6.3,
  "max_force_ev_per_a": 1.29,
  "energy_ev": -144251.170,
  "lumo_energy_ev": -1.46,
  "species": ["Ti", "O", "C", "C", "C", "C", "C", "C", "C", "O", "N", "O", "O", "H", "H", "H", "H", "C", "Si", "C", "C", "Ge", "Si", "C", "C", "C", "Si", "C", "C", "C", "H", "H", "H", "H", "H", "H", "H", "H", "H", "H", "H", "H", "H", "H", "H", "H", "H", "H", "H", "H", "H", "H", "H", "H", "H", "H", "H", "C", "C", "C", "C", "C", "C", "C", "C", "C", "C", "C", "C", "N", "H", "H", "H", "H", "H", "H", "H", "H", "H", "H", "H", "H", "H", "H", "H", "H", "H"],
  "coordinates": [[-0.329, -0.343, -0.570], [1.234, 0.220, -1.738], [2.118, 1.080, -1.550], [2.247, 1.921, -0.399], [3.312, 2.835, -0.362], [3.460, 3.654, 0.721], [2.563, 3.600, 1.805], [1.520, 2.719, 1.796], [1.318, 1.847, 0.697], [0.332, 1.024, 0.689], [4.569, 4.600, 0.755], [5.332, 4.611, -0.190], [4.652, 5.327, 1.725], [2.880, 1.195, -2.332], [4.017, 2.895, -1.180], [2.719, 4.268, 2.640], [0.827, 2.672, 2.622], [-3.630, -1.033, -3.674], [-4.433, -0.998, -1.961], [-6.046, -0.034, -2.124], [-4.962, -2.752, -1.499], [-2.972, -0.010, -0.338], [-3.700, -0.922, 1.731], [-2.870, -0.072, 3.197], [-5.562, -0.701, 1.932], [-3.288, -2.762, 1.811], [-3.262, 2.361, -0.305], [-2.590, 3.035, 1.323], [-5.041, 2.965, -0.443], [-2.282, 3.127, -1.731], [-4.098, -1.794, -4.302], [-2.561, -1.252, -3.624], [-3.747, -0.071, -4.177], [-6.775, -0.616, -2.692], [-5.893, 0.906, -2.651], [-6.483, 0.191, -1.151], [-5.318, -3.263, -2.397], [-5.794, -2.714, -0.793], [-4.185, -3.362, -1.047], [-3.341, 0.890, 3.406], [-1.806, 0.108, 3.024], [-2.971, -0.693, 4.090], [-5.826, 0.357, 1.955], [-5.902, -1.151, 2.868], [-6.117, -1.171, 1.119], [-2.325, -2.977, 1.340], [-4.049, -3.361, 1.310], [-3.237, -3.090, 2.851], [-3.356, 2.967, 2.097], [-2.305, 4.084, 1.227], [-1.729, 2.456, 1.654], [-5.643, 2.584, 0.382], [-5.517, 2.661, -1.372], [-5.062, 4.056, -0.396], [-1.272, 2.712, -1.792], [-2.188, 4.207, -1.607], [-2.774, 2.940, -2.686], [2.499, -1.226, 1.991], [1.565, -2.353, 2.423], [0.244, -1.835, 3.004], [1.343, -3.379, 1.334], [1.837, -4.663, 1.531], [1.692, -5.655, 0.578], [1.039, -5.366, -0.609], [0.512, -4.107, -0.849], [-0.266, -3.904, -2.138], [0.050, -2.665, -2.981], [-1.765, -3.971, -1.855], [0.658, -3.102, 0.137], [0.075, -1.870, -0.126], [2.751, -0.602, 2.852], [2.038, -0.582, 1.246], [3.426, -1.629, 1.579], [2.091, -2.882, 3.224], [-0.355, -1.341, 2.230], [0.431, -1.115, 3.803], [-0.343, -2.658, 3.413], [2.357, -4.885, 2.455], [2.089, -6.646, 0.756], [0.927, -6.139, -1.360], [0.007, -4.755, -2.770], [-0.497, -1.776, -2.621], [-0.322, -2.815, -3.997], [1.114, -2.439, -3.024], [-2.033, -3.123, -1.224], [-2.031, -4.890, -1.333], [-2.348, -3.912, -2.776]],
  "lowdin_charge": [0.78, -0.08, -0.11, -0.10, 0.06, -0.14, 0.04, 0.03, -0.32, -0.17, -0.36, 0.08, 0.08, 0.15, 0.13, 0.13, 0.13, -0.22, 0.30, -0.23, -0.22, 0.57, 0.29, -0.22, -0.22, -0.21, 0.30, -0.22, -0.22, -0.22, 0.03, -0.01, 0.02, 0.03, 0.01, 0.02, 0.03, 0.02, -0.01, 0.02, 0.00, 0.03, 0.02, 0.03, 0.01, 0.01, 0.02, 0.03, 0.02, 0.03, -0.01, 0.02, 0.00, 0.03, 0.00, 0.03, 0.03, -0.05, -0.36, -0.06, -0.14, -0.04, -0.08, -0.04, -0.14, -0.36, -0.07, -0.07, -0.21, -0.08, 0.09, 0.04, 0.09, 0.13, 0.04, 0.08, 0.09, 0.11, 0.10, 0.11, 0.13, 0.02, 0.09, 0.09, 0.04, 0.09, 0.08]
}

{
  "formula": "C28H49BaBrNO3P3",
  "method": "the ωB97M-V functional and the def2-TZVPD basis",
  "homo_energy_ev": [-11.97, -11.97],
  "charge": 2,
  "gap_ev": [4.0, 3.8],
  "max_force_ev_per_a": 2.85,
  "energy_ev": -136049.045,
  "lumo_energy_ev": [-7.95, -8.16],
  "species": ["N", "C", "C", "C", "C", "C", "C", "Ba", "P", "C", "C", "C", "C", "C", "C", "C", "Br", "H", "H", "H", "H", "H", "H", "H", "H", "H", "H", "P", "C", "C", "H", "H", "H", "H", "H", "C", "C", "H", "H", "H", "H", "H", "C", "C", "H", "H", "H", "H", "H", "C", "C", "H", "H", "H", "H", "H", "C", "C", "H", "H", "H", "H", "H", "C", "C", "H", "H", "H", "H", "H", "C", "O", "P", "O", "C", "O", "C", "H", "H", "H", "H", "H", "H", "H", "H", "H"],
  "coordinates": [[5.252, -5.534, -7.400], [5.259, -6.169, -6.229], [4.812, -5.554, -5.047], [4.239, -4.260, -5.103], [4.260, -3.610, -6.365], [4.796, -4.288, -7.477], [3.621, -3.661, -3.930], [-0.740, -1.622, 1.083], [-6.002, 1.332, 1.422], [2.643, -2.721, -3.995], [2.029, -2.065, -2.846], [0.815, -1.364, -3.015], [0.242, -0.631, -1.947], [0.992, -0.471, -0.794], [2.045, -1.326, -0.505], [2.603, -2.106, -1.551], [-0.806, 0.939, 2.647], [3.949, -4.048, -2.963], [2.238, -2.442, -4.976], [4.882, -6.092, -4.105], [3.893, -2.595, -6.483], [5.635, -7.200, -6.210], [4.846, -3.789, -8.455], [0.317, -1.379, -3.986], [3.497, -2.712, -1.366], [-0.751, -0.192, -2.085], [2.468, -1.391, 0.499], [0.501, 1.985, 0.023], [-5.536, -0.448, 1.455], [-6.756, -1.350, 1.244], [-5.075, -0.633, 2.436], [-4.781, -0.611, 0.674], [-6.540, -2.367, 1.587], [-7.628, -0.986, 1.800], [-7.034, -1.409, 0.186], [-5.568, 1.807, -0.307], [-6.395, 3.009, -0.768], [-5.761, 0.931, -0.940], [-4.493, 2.030, -0.335], [-6.385, 3.080, -1.860], [-7.439, 2.922, -0.445], [-5.994, 3.947, -0.369], [-4.623, 2.141, 2.341], [-5.041, 2.439, 3.781], [-4.413, 3.079, 1.805], [-3.719, 1.514, 2.302], [-4.336, 3.140, 4.240], [-6.040, 2.892, 3.816], [-5.057, 1.530, 4.393], [0.715, 3.460, 1.173], [1.853, 4.437, 0.922], [0.821, 2.991, 2.161], [-0.248, 3.988, 1.191], [2.823, 3.956, 1.080], [1.816, 4.891, -0.077], [1.787, 5.257, 1.643], [-0.889, 2.726, -1.018], [-0.680, 2.766, -2.526], [-1.074, 3.736, -0.619], [-1.776, 2.127, -0.756], [-0.089, 3.635, -2.839], [-0.217, 1.849, -2.901], [-1.655, 2.856, -3.016], [1.961, 2.268, -1.055], [3.262, 1.782, -0.400], [2.018, 3.333, -1.320], [1.768, 1.717, -1.982], [3.845, 1.192, -1.121], [3.901, 2.616, -0.085], [3.069, 1.133, 0.468], [1.236, 1.568, 5.691], [2.360, 1.252, 4.841], [2.651, -0.051, 3.955], [2.812, -1.253, 5.004], [1.871, -1.566, 6.051], [1.047, -2.199, 2.449], [1.877, -3.322, 2.615], [0.800, 2.477, 5.269], [1.642, 1.766, 6.690], [0.480, 0.774, 5.725], [1.838, -0.779, 6.822], [0.879, -1.723, 5.601], [2.247, -2.483, 6.505], [2.932, -3.000, 2.671], [1.639, -3.855, 3.553], [1.760, -4.016, 1.760]],
  "lowdin_charge": [0.06, -0.12, -0.01, -0.22, -0.01, -0.12, -0.02, 1.62, 0.95, -0.04, -0.19, 0.01, -0.17, -0.31, -0.15, 0.03, -0.10, 0.12, 0.12, 0.11, 0.10, 0.12, 0.12, 0.13, 0.13, 0.11, 0.10, 1.04, -0.46, -0.17, 0.07, 0.05, 0.07, 0.07, 0.07, -0.45, -0.17, 0.07, 0.05, 0.07, 0.07, 0.07, -0.46, -0.18, 0.07, 0.01, 0.06, 0.07, 0.07, -0.40, -0.12, 0.00, 0.09, 0.07, 0.08, 0.10, -0.33, -0.13, 0.09, 0.07, 0.09, 0.05, 0.09, -0.40, -0.13, 0.09, 0.07, 0.09, 0.08, 0.05, -0.10, -0.39, 1.19, -0.37, -0.07, -0.81, -0.28, 0.09, 0.11, 0.07, 0.09, 0.10, 0.11, 0.07, 0.08, 0.07]
}